## 1
12
Properties=species:S:1:pos:R:3 method="wB97M-V/def2-TZVPD" e_homo_ev=-9.02 charge=0 smiles="C=CCl.CS"
C -1.80 -2.25 1.08
C -2.08 -1.26 0.30
Cl -1.39 -0.95 -1.23
H -2.41 -2.39 1.93
H -1.04 -2.95 0.97
H -2.75 -0.42 0.61
C 2.22 1.67 -1.08
S 1.85 1.42 0.78
H 3.07 2.46 -1.17
H 1.21 2.08 -1.49
H 2.55 0.70 -1.51
H 0.59 1.91 0.82

---

## 2
12
Properties=species:S:1:pos:R:3 method="wB97M-V/def2-TZVPD" e_homo_ev="-7.97 / -7.95" charge=0
C -2.74 -0.88 0.72
C 0.79 -0.07 -0.64
C 3.10 1.20 -0.16
S 2.34 -0.30 -0.05
Cl -3.65 0.34 -0.39
H -2.92 -1.82 0.33
H -1.78 -0.45 0.89
H 0.45 -1.02 -0.86
H 0.71 0.86 -1.31
H 4.13 1.09 0.12
H -3.28 -0.89 1.82
H 2.66 1.98 -0.71

---

The structure with the greatest stability is 1.

---

## 1
23
Properties=species:S:1:pos:R:3 method="wB97M-V/def2-TZVPD" e_homo_ev=-9.58 charge=0 smiles="C=NC.O.O.O.O.O"
C 1.83 -2.55 -0.95
N 0.77 -2.04 -1.43
C 0.33 -2.25 -2.87
H 2.35 -2.19 0.01
H 2.62 -3.26 -1.55
H 0.92 -1.64 -3.43
H -0.72 -2.12 -2.99
H 0.51 -3.34 -3.03
O 2.72 1.70 1.75
H 1.78 1.52 1.70
H 3.16 1.25 0.95
O -3.07 0.16 -0.23
H -3.20 -0.23 -1.16
H -3.47 1.09 -0.31
O 0.46 0.65 1.24
H 1.24 0.08 1.00
H 0.29 1.04 0.38
O -0.80 1.67 -0.97
H -1.59 1.14 -0.71
H -0.96 2.60 -1.27
O -1.65 1.38 2.98
H -1.75 0.98 2.13
H -0.78 1.74 3.02

---

## 2
23
Properties=species:S:1:pos:R:3 method="wB97M-V/def2-TZVPD" e_homo_ev=-9.79 charge=0
C -1.51 -1.12 -1.31
C -0.17 -0.43 -1.02
N -0.27 0.97 -1.25
H -1.55 -2.15 -0.99
H -2.27 -0.59 -0.75
H -1.70 -1.08 -2.40
H 0.11 -0.65 0.06
H 0.62 -0.84 -1.65
H 3.56 0.46 -1.42
H 0.63 1.39 -0.98
O 2.65 0.48 -1.11
H -1.01 1.40 -0.61
H -2.92 1.87 0.75
O -2.32 1.23 0.34
H 1.23 0.11 1.39
H 1.03 1.51 2.24
O 0.58 0.89 1.65
H -0.54 -0.13 2.13
H -1.85 0.07 1.31
O -1.31 -0.63 1.79
H 2.52 -0.18 -0.35
H 2.52 -1.58 1.35
O 1.97 -0.98 0.85

---

The structure with the greatest stability is 1.

---

## 1
27
Properties=species:S:1:pos:R:3 method="wB97M-V/def2-TZVPD" e_homo_ev=-8.56 charge=0
C -3.12 0.93 0.20
C -2.72 0.33 -2.03
C -3.28 1.20 -1.20
C -0.93 -1.78 -0.03
C 2.28 -0.47 0.02
C 1.45 0.79 0.15
C 1.45 -1.57 -0.70
C 2.19 1.82 1.07
N -3.11 0.79 1.36
N -1.71 -2.23 0.97
N 0.39 -2.04 0.21
O 1.43 2.99 1.36
H -2.26 -0.59 -1.55
H -2.65 0.40 -3.14
H -3.83 2.13 -1.59
H 3.07 -0.29 -0.61
H 2.74 -0.84 0.94
H 0.56 0.54 0.65
H 1.45 1.27 -0.86
H 0.85 -1.15 -1.65
H 2.18 -2.38 -1.00
H 3.20 2.04 0.88
H 2.41 1.19 1.92
H -2.77 -2.15 0.81
H -1.50 -2.37 2.05
H 0.75 -2.31 1.05
H 1.48 3.76 0.73

---

## 2
27
Properties=species:S:1:pos:R:3 method="wB97M-V/def2-TZVPD" e_homo_ev=-8.73 charge=0 smiles="CC(C)c1nc(=O)[nH]n1C(C)C"
C 2.00 2.36 -0.71
C 1.60 1.07 0.01
C 2.02 1.12 1.49
C 0.15 0.98 -0.04
N -0.75 1.82 -0.22
C -2.04 1.28 0.19
O -2.99 2.04 0.16
N -1.85 0.06 0.64
N -0.54 -0.48 0.64
C -0.45 -1.77 -0.18
C -0.84 -1.48 -1.66
C -1.35 -2.75 0.58
H 1.63 3.28 -0.06
H 1.59 2.42 -1.65
H 3.01 2.42 -0.85
H 2.07 0.19 -0.53
H 3.11 1.31 1.43
H 1.76 0.06 1.98
H 1.50 1.89 1.96
H -2.70 -0.49 0.59
H 0.59 -2.18 -0.15
H -1.46 -2.32 -2.15
H -1.49 -0.68 -1.61
H 0.11 -1.14 -2.20
H -2.24 -2.24 1.05
H -0.72 -3.22 1.41
H -1.73 -3.55 -0.13

---

The structure with the greatest stability is 2.

---

## 1
18
Properties=species:S:1:pos:R:3 method="wB97M-V/def2-TZVPD" e_homo_ev=-9.14 charge=0
O -2.01 1.67 -1.18
C -1.58 2.69 -0.51
C -2.24 3.99 -0.75
C -3.32 4.18 0.36
O -4.13 5.08 0.27
O -3.11 3.42 1.38
C -1.03 2.46 0.86
C -0.82 1.03 1.28
O -0.70 0.14 0.46
H -1.96 0.83 -0.62
H -0.07 2.81 0.12
H -1.52 4.81 -0.65
H -2.73 4.01 -1.73
H -0.79 3.23 1.60
H -0.94 0.81 2.35
O -3.62 0.68 1.43
H -3.77 1.63 1.58
H -4.28 0.42 0.78

---

## 2
18
Properties=species:S:1:pos:R:3 method="wB97M-V/def2-TZVPD" e_homo_ev=-9.84 charge=0 smiles="C=C(C)C(=O)O.O=C(O)O"
C 1.62 0.12 0.94
C 0.60 -0.28 0.16
C 0.37 -1.75 -0.07
C 0.36 0.75 -1.18
O 0.98 1.78 -1.29
O 0.07 -0.05 -2.23
H 2.25 -0.58 1.48
H 1.82 1.17 1.11
H -0.40 -1.98 -0.80
H 0.02 -2.22 0.86
H 1.29 -2.25 -0.37
H 0.36 0.44 -3.01
O -0.98 1.46 1.74
C -1.20 0.68 0.85
O -2.07 -0.36 0.94
O -1.44 1.26 -0.57
H -2.27 -0.44 1.89
H -1.38 2.23 -0.45

---

The structure with the greatest stability is 2.